[1]
C6H11N2S | ωB97M-V with the def2-TZVPD basis set

```
20
Properties=species:S:1:pos:R:3:forces:R:3
C 1.5662 0.8574 0.6717 0.4 -1.3 -0.8
C 2.6192 0.4862 1.4519 -0.9 -0.3 0.8
C -1.0250 1.3091 -0.0614 -2.4 -0.2 0.5
C -1.5832 -1.2465 0.1154 -0.6 -0.4 0.3
C -0.2187 -0.4711 -1.8655 1.7 1.7 2.2
C -0.5692 -0.1643 -0.3021 -1.1 0.1 -2.1
N 0.9330 -1.1885 1.2719 -1.8 -2.1 -0.1
N 0.6223 -0.2082 0.5404 3.3 1.8 0.5
S 2.2573 -1.0468 2.1098 0.8 0.5 -0.1
H 1.5355 1.7212 0.0412 -0.3 0.3 0.0
H 3.4736 1.0029 1.8476 0.1 0.5 -0.4
H -0.4259 2.0795 -0.5564 0.1 -0.4 0.1
H -2.1036 1.4935 -0.4255 1.7 -0.5 0.5
H -1.0228 1.4522 1.0588 -0.1 0.3 -1.2
H -2.5234 -0.7727 -0.1935 -0.1 -0.5 0.3
H -1.5377 -2.2583 -0.4173 0.4 1.6 0.7
H -1.5951 -1.4582 1.2100 -0.1 0.4 -0.8
H -0.2725 -1.5444 -1.9396 0.8 -0.3 -0.4
H -0.9560 -0.0730 -2.5637 0.1 0.4 0.4
H 0.8261 0.0303 -1.9937 -1.8 -1.3 -0.5
```
Positions in Å, forces in eV/Å.

Calculated values
- frontier orbital gap (hartree) = 0.3782
- E (Eh) = -742.60931
- HOMO level (eV) = -15.033
- LUMO energy (eV) = -4.741
- charge = +1


[2]
C3H10N2O2 | ωB97M-V with the def2-TZVPD basis set

```
17
Properties=species:S:1:pos:R:3:forces:R:3
C -1.7085 -1.4061 1.2189 -1.2 -0.1 0.0
C 0.5104 -0.5392 1.2005 0.8 0.2 -0.2
N -0.7920 -0.4922 0.5264 0.3 -0.1 2.3
N -0.6803 -0.7920 -0.7979 -0.8 1.4 -2.1
O -1.5723 -0.2652 -1.4497 1.0 -1.5 0.9
H -2.7040 -1.3990 0.7587 0.3 0.1 0.0
H 0.4126 -0.3065 2.2675 -0.4 -0.2 -0.3
H -1.8433 -1.1090 2.2655 0.2 0.1 -0.3
H -1.3447 -2.4414 1.2044 0.2 0.1 0.0
H 1.0159 -1.5068 1.0933 -0.1 0.0 0.0
H 1.1763 0.2363 0.8071 -0.2 -0.1 -0.1
C 1.5842 1.6502 -1.7015 -0.3 -0.3 -0.1
O 0.6029 2.2254 -0.8645 -1.3 -0.5 0.7
H -0.2037 1.6365 -0.7735 1.6 1.0 -0.4
H 1.2695 1.7168 -2.7460 0.2 -0.1 -0.1
H 2.5274 2.1890 -1.5775 -0.2 0.1 0.1
H 1.7496 0.6033 -1.4316 0.1 -0.1 -0.2
```
Positions in Å, forces in eV/Å.

Calculated values
- frontier orbital gap (hartree) = 0.3425
- E (Eh) = -380.16026
- HOMO level (eV) = -9.669
- LUMO energy (eV) = -0.350
- charge = 0


[3]
C2H9NO4 | ωB97M-V with the def2-TZVPD basis set

```
16
Properties=species:S:1:pos:R:3:forces:R:3
O 0.1634 -0.8445 0.7984 -3.8 2.5 0.5
C -0.7819 -0.0157 0.6773 2.1 -2.5 -0.3
O -0.7477 0.9253 -0.2467 0.5 1.0 -0.9
C -2.1554 0.0353 1.3718 -0.7 -1.7 3.3
N -2.2400 -1.0973 2.4752 0.0 1.6 -1.4
H 0.1187 0.9374 -0.7180 -0.4 -0.3 0.7
H -2.4047 0.9970 1.9903 1.0 -1.5 -1.5
H -3.0166 -0.1097 0.6903 0.9 0.1 0.0
H -2.4286 -2.0420 2.1312 0.0 0.6 -0.5
H -1.2983 -1.1522 2.8290 0.3 -0.1 0.3
H 2.5896 0.6122 0.9605 0.8 0.4 0.3
H 3.0797 0.6811 -0.6649 -1.6 -0.5 3.1
O 2.3924 0.3923 0.0592 1.0 0.4 -3.7
H 2.8435 0.1215 -4.6761 0.5 -0.6 0.5
H 1.8370 0.1255 -3.4143 0.3 -1.1 1.5
O 2.0490 0.4337 -4.2631 -0.8 1.7 -2.0
```
Positions in Å, forces in eV/Å.

Calculated values
- frontier orbital gap (hartree) = 0.3641
- E (Eh) = -437.28597
- HOMO level (eV) = -9.649
- LUMO energy (eV) = 0.260
- charge = 0


[4]
C28H26F5N4OPb | ωB97M-V with the def2-TZVPD basis set

```
65
Properties=species:S:1:pos:R:3:forces:R:3
Pb -9.1430 4.1914 -17.2936 -0.2 0.0 -0.7
C -5.8434 6.8844 -17.0455 -1.7 -0.2 2.0
C -6.9603 7.9249 -17.3355 3.6 0.8 1.2
C -8.3160 7.4620 -17.4907 -2.1 -1.0 -2.0
N -8.5098 6.3108 -18.4017 0.5 0.2 -0.7
C -8.3340 6.4674 -19.7028 1.6 -0.8 0.0
C -8.2073 7.7511 -20.2634 -1.0 1.0 -0.2
C -7.9652 8.2297 -21.5677 -0.1 -1.4 1.2
C -7.6038 7.5537 -22.7183 0.7 0.1 -1.6
C -7.4129 6.1712 -22.8150 0.0 0.8 0.2
C -7.5856 5.1898 -21.9019 -0.6 -1.1 2.3
C -8.0420 5.1872 -20.5028 -1.4 -0.7 1.7
N -8.3174 4.1140 -19.7267 1.4 0.4 -3.3
C -8.1758 2.8118 -20.4735 -1.9 0.0 2.8
C -8.8120 1.5978 -19.6173 -1.6 1.5 0.0
C -8.0432 1.0844 -18.3656 0.3 0.3 -1.3
N -7.7641 2.1492 -17.4491 1.7 -0.5 1.8
C -6.9828 1.8475 -16.3811 -1.4 0.9 -1.6
C -6.5472 0.5267 -16.1194 -0.7 -0.2 -0.1
C -5.8721 -0.0847 -15.0871 0.5 2.9 0.8
C -5.2646 0.5817 -13.9987 0.1 -1.9 0.0
C -5.3792 1.8977 -13.6282 -1.2 1.5 -2.3
C -6.0086 3.0031 -14.2412 0.2 -2.5 -0.6
C -6.7186 3.0385 -15.5326 1.2 0.9 2.9
N -7.1954 4.1828 -15.9100 -1.0 0.9 -1.8
C -6.9953 5.4480 -15.2239 -0.5 -0.9 0.9
C -5.8086 6.2772 -15.6328 0.0 0.6 0.5
H -4.8472 7.2092 -17.1834 0.9 1.0 -0.7
H -6.0034 6.0488 -17.6591 -0.1 -1.1 -1.4
H -6.6121 8.3719 -18.2300 0.1 0.7 -1.2
H -6.8878 8.7588 -16.5986 -0.3 -0.6 -0.1
H -8.9731 8.2996 -17.7129 -0.2 0.2 -0.2
H -8.7204 7.0399 -16.6527 -0.9 -0.3 2.7
H -8.5812 8.4991 -19.5172 0.7 -0.3 -1.2
H -8.0800 9.2768 -21.5829 0.0 1.2 -0.5
H -7.3397 8.0623 -23.6887 -0.5 0.0 1.4
H -7.0250 5.7548 -23.7322 0.0 0.4 -0.5
H -7.3050 4.2312 -22.3028 0.0 -0.4 0.3
H -7.1706 2.5838 -20.7561 0.9 -0.2 0.0
H -8.7498 2.9458 -21.3768 -0.3 -0.4 -0.5
H -9.0470 0.8357 -20.3496 0.6 -0.7 0.0
H -9.9086 1.8450 -19.3068 1.8 0.2 -0.3
H -7.0740 0.6811 -18.7387 -0.4 -0.2 0.2
H -8.5936 0.2878 -17.8362 0.0 -0.1 -0.5
H -6.9715 -0.1878 -16.8037 0.1 -0.1 -0.2
H -5.8458 -1.1252 -15.1867 0.4 -1.5 0.2
H -4.6779 0.0057 -13.2757 -0.3 -0.2 -0.4
H -4.8480 2.1741 -12.7717 0.6 0.2 1.5
H -5.9563 3.8507 -13.5817 -0.1 0.5 -0.5
H -6.9456 5.2234 -14.1603 0.1 0.4 0.3
H -7.8754 6.0728 -15.3180 -0.3 -0.2 -0.2
H -4.9180 5.6332 -15.5824 0.0 0.4 0.4
H -5.8149 7.0912 -14.8515 0.6 -0.6 -0.7
F -9.3656 6.4421 -10.2759 -0.5 0.1 -1.2
C -9.7586 6.2426 -11.6065 0.9 -0.3 3.5
C -9.9014 4.9393 -11.9959 0.1 0.6 -2.1
F -9.7144 3.9346 -11.1926 0.1 -1.1 1.3
C -10.0991 4.7374 -13.3340 -0.8 -0.3 -1.7
F -10.2338 3.4513 -13.8095 0.3 0.9 0.5
C -10.2641 5.7877 -14.3212 0.3 0.4 0.3
O -10.3997 5.5173 -15.5700 -0.1 0.4 0.7
C -10.1883 7.1293 -13.7833 0.2 -1.2 -0.6
F -10.3193 8.2244 -14.5983 0.1 -0.9 0.7
C -9.8685 7.2917 -12.4463 -0.4 2.0 -1.1
F -9.6696 8.5523 -11.9830 -0.1 -0.4 0.1
```
Positions in Å, forces in eV/Å.

Calculated values
- frontier orbital gap (hartree) = 0.2587
- E (Eh) = -2068.92554
- HOMO level (eV) = -4.365
- LUMO energy (eV) = 2.675
- charge = -1


- What is the formula in the first record?
  C6H11N2S